C9H17N5O | the ωB97M-V functional and the def2-TZVPD basis

Output
SMILES   [H]/N=C(/C=C\N(O)/C(N)=N/[H])N1CCCCC1
HOMO level   -8.394 eV
Electronic energy   -702.0237 Eh
Energy above the lowest of the compared OMol25 structures with the same formula, charge and spin   345.4 kJ/mol
LUMO energy   0.80 eV
Orbital gap   9.197 eV

Bonds (Å) are listed after each position.
Atoms and positions in Å:
1 H -0.594 -0.140 -2.657  N2 0.997
2 N -0.972 -0.791 -2.003  H1 0.997, C3 1.278
3 C -0.697 -0.489 -0.792  N2 1.278, C4 1.463, N12 1.295
4 C -1.261 -1.451 0.155  C3 1.463, C5 1.307, H18 1.083
5 C -0.804 -2.396 0.935  C4 1.307, N6 1.379, H19 1.051
6 N 0.508 -2.807 1.038  C5 1.379, O7 1.486, C8 1.356
7 O 0.718 -3.657 2.238  N6 1.486, H20 1.035
8 C 1.065 -3.345 -0.076  N6 1.356, N9 1.367, N10 1.277
9 N 0.790 -2.948 -1.355  C8 1.367, H21 0.965, H22 1.014
10 N 2.185 -3.928 0.119  C8 1.277, H11 1.029
11 H 2.668 -4.209 -0.744  N10 1.029
12 N 0.007 0.460 -0.262  C3 1.295, C13 1.409, C17 1.533
13 C 0.407 1.586 -1.008  N12 1.409, C14 1.530, H23 1.087, H24 1.089
14 C -0.821 2.495 -1.085  C13 1.530, C15 1.555, H25 1.103, H26 1.101
15 C -1.069 3.083 0.333  C14 1.555, C16 1.570, H27 1.067, H28 1.151
16 C -1.171 1.879 1.335  C15 1.570, C17 1.523, H29 1.118, H30 1.126
17 C -0.089 0.812 1.227  N12 1.533, C16 1.523, H31 1.028, H32 1.169
18 H -2.325 -1.446 0.359  C4 1.083
19 H -1.494 -2.926 1.525  C5 1.051
20 H 1.568 -4.190 1.982  O7 1.035
21 H -0.004 -2.455 -1.596  N9 0.965
22 H 1.423 -3.237 -2.091  N9 1.014
23 H 0.722 1.268 -1.998  C13 1.087
24 H 1.329 1.941 -0.546  C13 1.089
25 H -1.705 1.859 -1.254  C14 1.103
26 H -0.774 3.294 -1.840  C14 1.101
27 H -0.320 3.778 0.643  C15 1.067
28 H -2.064 3.651 0.434  C15 1.151
29 H -1.121 2.319 2.362  C16 1.118
30 H -2.103 1.318 1.045  C16 1.126
31 H 0.857 1.177 1.401  C17 1.028
32 H -0.317 -0.149 1.851  C17 1.169